1.
Density functional theory data (ωB97M-V/def2-TZVPD) for 2 unconnected molecules or ions with the total composition H3INO2P.

Results
Structure (SMILES): O=PNI.O
Strongest force on any atom: 9.766 eV/Å
DFT total energy: -23022.2554 eV

Structure (XYZ):
```
8
Properties=species:S:1:pos:R:3:forces:R:3
O 0.931483 1.396842 0.146899 7.1339 2.0970 4.9081
P -0.204927 1.116472 -0.566173 -7.7013 -1.6584 -4.9136
N -1.455800 0.744598 0.523625 0.1790 -1.2915 1.7338
I -3.269482 -0.198452 0.083946 1.0247 0.5510 0.0412
H -1.119515 0.419686 1.486304 -0.6781 0.7504 -1.6273
O 1.469231 -0.957870 -0.731373 -5.2203 -5.6470 -6.0195
H 1.994750 -0.591350 -0.173364 5.4197 3.7476 5.7550
H 1.654258 -1.929926 -0.769867 -0.1576 1.4509 0.1223
```
Forces are in eV/Å.

2.
Density functional theory data (ωB97M-V/def2-TZVPD) for a single C3H6ClNO molecule.

Results
Structure (SMILES): C[C@H]1O[C@]1(N)Cl
Strongest force on any atom: 5.188 eV/Å
DFT total energy: -19266.6790 eV

Structure (XYZ):
```
12
Properties=species:S:1:pos:R:3:forces:R:3
C -1.014789 0.794958 -1.050998 0.4121 -4.4048 2.7090
C 0.407635 0.513861 -0.525267 -0.3761 0.1412 -2.2073
O 0.866064 0.955981 0.736567 0.0292 2.4461 1.5726
C 0.759515 -0.345779 0.596147 0.8947 -1.4449 -1.9008
N -0.229830 -1.012831 1.287169 0.0762 0.9530 1.9286
Cl 2.558758 -1.151707 0.405795 -1.7750 0.3080 0.4182
H -1.837162 0.386145 -0.368951 1.1663 1.2673 -0.4708
H -1.065228 0.044198 -1.818031 -0.1309 -0.1391 -0.9949
H -1.152198 1.719363 -1.456926 -0.4376 2.5814 -0.7664
H 1.152607 0.592093 -1.317689 0.0686 0.1816 0.2444
H -0.385104 -0.497739 2.195551 0.2448 -1.5078 -1.0604
H -0.060268 -1.998542 1.316632 -0.1724 -0.3821 0.5279
```
Forces are in eV/Å.

3.
Density functional theory data (ωB97M-V/def2-TZVPD) for a molecular structure, C49H31AsCl6O4PSY.

Results
Strongest force on any atom: 0.404 eV/Å
Charge: -2
DFT total energy: -216654.3949 eV

Structure (XYZ):
```
94
Properties=species:S:1:pos:R:3:forces:R:3
Y -0.042417 -1.475749 -0.618748 -0.1944 -0.1115 0.3356
Cl -5.199210 -5.589366 -3.177031 -0.0262 0.0024 -0.0078
C -3.683732 -5.037460 -2.533271 0.0985 0.0132 0.0396
C -2.670231 -5.937749 -2.264304 0.0113 0.1224 0.0161
Cl -2.895519 -7.631832 -2.572765 0.0033 -0.0278 -0.0001
C -1.449127 -5.475489 -1.737773 -0.0685 0.0343 -0.0059
Cl -0.168334 -6.586071 -1.368701 0.0252 -0.0259 0.0080
C -1.229598 -4.127272 -1.484021 -0.0587 0.0476 0.0501
O -0.128542 -3.634531 -0.978333 0.1314 -0.0756 -0.1569
C -2.279227 -3.185115 -1.783018 0.0811 -0.0334 0.0967
O -2.032004 -1.934054 -1.533752 -0.1228 -0.0006 -0.2143
C -3.483783 -3.668230 -2.286658 0.0166 -0.0578 0.0112
Cl -4.747889 -2.515705 -2.584250 -0.0232 0.0226 -0.0064
S 2.864609 -1.023989 -0.597559 -0.0888 0.0158 -0.1008
C 3.734646 -1.163816 0.911091 0.0622 -0.0205 0.1360
C 5.122345 -1.400581 0.899001 -0.0382 0.0047 0.0505
C 5.852740 -1.480973 2.070296 0.0404 -0.0029 -0.0484
C 5.235482 -1.332946 3.308535 -0.0199 0.0015 0.0168
C 3.869398 -1.099614 3.346993 -0.0752 -0.0007 -0.0461
C 3.126784 -1.011408 2.173435 0.0351 0.0124 0.0520
As 1.213895 -0.713139 2.123898 -0.0329 -0.2246 -0.2084
C 0.645318 -1.199786 3.920887 0.0457 0.1589 0.0856
C -0.030173 -2.407253 4.069272 -0.0398 -0.0293 0.0042
C -0.470133 -2.813536 5.323061 0.0073 0.0215 0.0212
C -0.243565 -2.014213 6.435015 0.0113 0.0142 -0.0303
C 0.419688 -0.800728 6.291694 -0.0094 -0.0295 -0.0091
C 0.858747 -0.395565 5.038648 0.0066 -0.0022 0.0107
C 1.125657 1.224196 2.200165 0.1557 0.1713 0.0039
C 2.159302 1.985818 1.660993 -0.0234 0.0212 0.0506
C 2.042183 3.366646 1.571849 -0.0443 0.0076 -0.0028
C 0.888962 3.997467 2.020067 0.0226 -0.0177 -0.0120
C -0.148895 3.241881 2.551373 0.0052 -0.0134 0.0050
C -0.033000 1.861428 2.635013 -0.0027 -0.0176 0.0001
H 5.609632 -1.524945 -0.060197 -0.0082 0.0004 -0.0035
H 6.920407 -1.668972 2.018887 -0.0123 0.0033 -0.0028
H 5.808796 -1.403297 4.225076 -0.0108 0.0016 0.0015
H 3.366711 -0.990656 4.301306 0.0242 -0.0052 0.0174
H -0.252818 -3.007844 3.195594 0.0090 -0.0080 -0.0004
H -1.010170 -3.747308 5.420485 0.0021 -0.0002 -0.0015
H -0.594008 -2.329797 7.410829 0.0000 0.0073 -0.0012
H 0.590533 -0.166475 7.153883 -0.0051 -0.0075 0.0040
H 1.362822 0.558183 4.925269 -0.0048 -0.0082 0.0035
H 3.050379 1.493009 1.289871 -0.0031 0.0029 -0.0117
H 2.843797 3.946093 1.129216 -0.0001 -0.0029 -0.0025
H 0.792714 5.074476 1.941883 0.0031 -0.0071 0.0000
H -1.057635 3.726379 2.888951 -0.0018 -0.0018 -0.0044
H -0.854188 1.273994 3.031951 -0.0079 0.0069 -0.0108
C 3.994677 4.979476 -2.735882 -0.0142 -0.0011 0.0016
C 2.672925 5.270941 -3.042153 0.0054 -0.0091 0.0056
C 1.673617 4.336489 -2.793376 0.0241 -0.0123 0.0478
C 1.982359 3.102992 -2.224441 0.0154 0.0755 -0.0364
C 3.317365 2.819502 -1.916548 -0.0053 0.0346 -0.0359
C 4.315179 3.746799 -2.177495 -0.0443 -0.0228 0.0063
P 0.787852 1.776220 -1.816053 -0.0326 -0.2609 0.0886
C -0.839844 2.564355 -2.099640 -0.0962 0.0498 -0.0485
C -1.800613 2.001568 -2.940439 0.0437 0.0771 0.0674
C -3.092552 2.514080 -2.978712 0.0060 -0.0080 -0.0057
C -3.443152 3.599970 -2.189332 0.0013 -0.0034 -0.0078
C -2.495034 4.165525 -1.343757 0.0405 -0.0157 0.0113
C -1.211755 3.642261 -1.290624 -0.0329 -0.0162 -0.0216
C 0.946810 0.625937 -3.220738 0.0714 0.0903 -0.0866
C 1.356846 1.028115 -4.495731 -0.0242 -0.0396 -0.0037
C 1.402573 0.097226 -5.520718 0.0007 0.0283 0.0092
C 1.020651 -1.217739 -5.263283 -0.0061 -0.0286 0.0202
C 0.612593 -1.593612 -3.990582 0.0145 0.0623 -0.0117
C 0.578974 -0.693043 -2.908979 -0.0828 0.0373 0.1364
H 4.772776 5.707750 -2.932595 -0.0002 0.0003 -0.0004
H 2.417248 6.227824 -3.483480 -0.0017 -0.0074 0.0008
H 0.643232 4.566367 -3.039975 0.0386 0.0120 -0.0098
H 3.558951 1.852746 -1.482055 0.0092 0.0138 0.0104
H 5.345388 3.509086 -1.939929 -0.0023 -0.0038 0.0018
H -1.542962 1.139150 -3.542322 -0.0021 -0.0092 -0.0052
H -3.829710 2.047985 -3.621806 0.0058 0.0053 0.0059
H -4.452060 3.994826 -2.217981 0.0025 -0.0088 -0.0056
H -2.763082 5.002425 -0.708499 0.0049 -0.0024 -0.0014
H -0.488167 4.057364 -0.595666 -0.0157 -0.0040 0.0017
H 1.643377 2.057973 -4.687998 -0.0086 -0.0016 0.0122
H 1.728793 0.391413 -6.513025 -0.0045 -0.0051 0.0096
H 1.048182 -1.951514 -6.063549 0.0033 0.0056 0.0048
H 0.323049 -2.629213 -3.828475 -0.0016 -0.0058 -0.0018
Cl -7.295098 -1.389135 1.670415 -0.0991 -0.0113 0.0129
C -5.563597 -1.589590 1.543593 0.0574 0.0301 -0.0255
C -4.979333 -2.781495 2.001585 0.1058 0.0394 -0.0234
C -3.626466 -2.947851 1.920218 -0.0699 0.0228 0.0063
Cl -2.904601 -4.421182 2.482069 -0.0026 -0.0703 0.0329
C -2.739058 -1.958938 1.359461 -0.0865 0.1456 0.0396
O -1.498045 -2.146353 1.312082 0.1693 0.0385 -0.2567
C -3.397241 -0.763896 0.900839 0.0500 -0.1782 0.0470
C -2.656260 0.311361 0.313075 0.0146 0.0287 0.0217
O -1.444306 0.353239 0.099387 0.0488 -0.0586 -0.1307
C -4.789557 -0.604633 1.004877 0.0196 0.0208 -0.0180
H -5.597122 -3.568054 2.412849 -0.0036 -0.0013 0.0026
H -3.254280 1.202087 0.046803 0.0161 0.0177 -0.0099
H -5.240870 0.309095 0.634477 -0.0071 -0.0120 0.0090
```
Forces are in eV/Å.